1.
Here is 2 unconnected molecules or ions with the total composition C5H16N2O from the OMol25 dataset. Energies are from the ωB97M-V functional and the def2-TZVPD basis.

Each line ends with the Löwdin charge.
Cartesian coordinates (Å):
C  2.32279  0.18577  -0.04525  -0.053
C  1.16128  -0.80420  -0.46748  -0.395
N  1.71249  -2.15425  -0.37763  -0.022
C  -0.16485  -0.65482  0.40969  -0.240
N  -1.27926  -0.07283  -0.25336  -0.250
C  -1.75327  -1.04224  -1.27207  -0.135
C  -2.44239  0.02782  0.72298  -0.107
H  2.39382  0.28432  1.03198  0.071
H  3.19661  -0.11007  -0.47462  0.015
H  2.04425  1.13574  -0.62347  0.099
H  0.71315  -0.68926  -1.47422  0.107
H  2.32443  -2.46141  0.33803  0.038
H  2.35327  -2.36005  -1.28932  0.136
H  -0.39466  -1.71350  0.81545  0.131
H  -0.02844  -0.00647  1.26825  0.104
H  -1.02542  -1.01872  -2.14844  0.082
H  -1.81325  -2.05927  -0.84345  0.087
H  -2.68348  -0.85695  -1.90099  0.094
H  -2.31306  1.04610  1.23550  0.092
H  -2.60008  -0.71069  1.49738  0.070
H  -3.38738  0.23976  0.18545  0.076
O  0.85356  4.54416  1.48762  -0.078
H  0.91922  5.01022  0.67175  0.004
H  -0.10934  4.24082  1.50625  0.072

Summary:
Charge: 0
Kohn-Sham gap, eV: 9.652

***

2.
Here is 2 unconnected molecules or ions with the total composition C5H16N2O from the OMol25 dataset. Energies are from the ωB97M-V functional and the def2-TZVPD basis.

Each line ends with the Löwdin charge.
Cartesian coordinates (Å):
C  1.70068  0.18437  1.15730  -0.101
C  1.51122  1.64474  0.72411  -0.293
N  0.26572  1.92440  0.02750  -0.088
C  0.06629  1.16925  -1.22036  -0.227
C  -1.17323  0.25063  -1.23267  -0.168
C  -0.88655  -1.26442  -1.37163  -0.281
N  -1.53416  -1.80002  -2.59054  -0.024
H  2.02802  -0.45295  0.33577  0.055
H  2.47255  0.09629  1.91643  0.064
H  0.77347  -0.27795  1.50045  0.060
H  1.52657  2.26455  1.61255  0.099
H  2.37761  1.92240  0.11128  0.110
H  -0.46426  1.75150  0.71025  0.094
H  -0.02537  1.89717  -2.02519  0.099
H  0.94681  0.57248  -1.42845  0.093
H  -1.78581  0.39476  -0.35214  0.097
H  -1.80636  0.54996  -2.07115  0.101
H  0.17542  -1.51236  -1.29333  0.095
H  -1.41333  -1.74565  -0.55774  0.097
H  -1.01256  -1.49639  -3.41014  0.063
H  -1.46255  -2.81210  -2.58807  0.057
O  -1.09869  -1.13402  3.80080  -0.066
H  -0.24802  -1.58025  3.69820  0.030
H  -0.93347  -0.54640  4.54678  0.034

Summary:
Charge: 0
Kohn-Sham gap, eV: 9.209

***

3.
Here is 2 unconnected molecules or ions with the total composition C5H16N2O from the OMol25 dataset. Energies are from the ωB97M-V functional and the def2-TZVPD basis.

Each line ends with the Löwdin charge.
Cartesian coordinates (Å):
C  -1.20027  -2.51278  0.38376  -0.101
C  -1.55082  -0.96843  0.44613  -0.188
C  -0.14576  -0.27201  0.32617  -0.345
C  0.08869  0.00470  -1.18931  -0.221
N  1.42409  -0.50222  -1.50036  -0.013
N  -0.04388  0.93653  1.19052  -0.096
C  -0.37154  2.22894  0.64790  -0.154
H  -2.03665  -3.18761  0.57923  0.057
H  -1.05367  -2.80717  -0.68189  0.076
H  -0.40715  -2.70871  1.09415  0.064
H  -2.08738  -0.80671  1.37439  0.093
H  -2.19101  -0.65378  -0.36662  0.091
H  0.67350  -0.87626  0.71747  0.119
H  -0.17678  1.01716  -1.55779  0.119
H  -0.64739  -0.62152  -1.75664  0.103
H  1.66410  -1.47701  -1.43415  0.079
H  1.91155  -0.03302  -2.24867  0.075
H  -0.38961  0.64707  2.09249  0.099
H  -0.81305  2.81035  1.46791  0.082
H  0.48705  2.78526  0.29065  0.059
H  -1.15184  2.29503  -0.12685  0.077
O  2.94663  1.74457  -0.18678  -0.087
H  2.39862  0.93805  -0.25714  -0.009
H  2.67256  2.01956  0.69544  0.021

Summary:
Charge: 0
Kohn-Sham gap, eV: 9.494

***

4.
Here is 2 unconnected molecules or ions with the total composition C5H16N2O from the OMol25 dataset. Energies are from the ωB97M-V functional and the def2-TZVPD basis.

Each line ends with the Löwdin charge.
Cartesian coordinates (Å):
C  -1.92364  0.74462  -0.90170  -0.104
C  -0.45647  0.53751  -1.26137  -0.271
C  0.51544  1.43402  -0.44588  -0.196
C  0.35274  1.18955  1.05373  -0.240
N  0.98887  -0.05437  1.51832  -0.058
C  0.11212  -1.08242  2.07158  -0.312
N  -0.45316  -2.07891  1.15216  0.019
H  -2.12172  1.78279  -0.64246  0.079
H  -2.16140  0.16200  -0.03368  0.044
H  -2.59224  0.45505  -1.71035  0.073
H  -0.34966  0.87621  -2.30153  0.103
H  -0.02542  -0.45702  -1.19395  0.052
H  1.55286  1.20627  -0.70106  0.094
H  0.31596  2.47020  -0.70668  0.105
H  -0.69521  1.22357  1.35401  0.100
H  0.80984  1.99806  1.62425  0.100
H  1.57718  -0.46050  0.80073  0.084
H  0.73357  -1.63028  2.78596  0.100
H  -0.69385  -0.62396  2.64047  0.109
H  0.29746  -2.31468  0.51377  0.049
H  -1.17805  -1.63468  0.59521  0.038
O  1.79185  -1.48060  -1.79373  -0.056
H  2.34728  -0.69524  -1.83519  0.043
H  1.25566  -1.56718  -2.58262  0.046

Summary:
Charge: 0
Kohn-Sham gap, eV: 9.029

***

4 ends up most stable, edging out the next structure by 25.0 kJ/mol.

***

1.
Here is a single CH6OP2 molecule from the OMol25 dataset. Energies are from the ωB97M-V functional and the def2-TZVPD basis.

Each line ends with the Löwdin charge.
Cartesian coordinates (Å):
C  0.95592  -0.79273  0.12281  -0.412
P  -0.71958  0.01580  0.23176  0.673
P  -3.10128  0.73461  -0.31099  0.524
O  -3.90225  -0.39604  0.10156  -0.609
H  1.32236  -1.03612  1.16364  0.037
H  1.46642  0.09001  -0.26987  0.000
H  1.11744  -1.75321  -0.48972  0.055
H  -0.15406  0.81243  1.31744  -0.046
H  -0.33767  1.16199  -0.56081  -0.070
H  -2.57862  0.44364  -1.60040  -0.154

Summary:
Charge: 0
Kohn-Sham gap, eV: 8.411

***

2.
Here is a single CH6OP2 molecule from the OMol25 dataset. Energies are from the ωB97M-V functional and the def2-TZVPD basis.

Each line ends with the Löwdin charge.
Cartesian coordinates (Å):
C  -0.93648  -1.14018  0.20166  -0.420
P  -0.10239  0.19380  -0.67438  0.581
O  -0.65927  1.69753  0.37309  -0.429
P  1.96038  -0.07341  -0.16724  0.503
H  -1.11351  -0.85585  1.23827  0.034
H  -0.54312  -2.19117  0.34147  0.061
H  -1.83219  -1.32091  -0.32143  -0.008
H  -1.49073  1.98478  -0.07834  0.009
H  2.40707  0.50900  -1.31781  -0.200
H  2.31024  1.19641  0.40471  -0.130

Summary:
Charge: 0
Kohn-Sham gap, eV: 9.227

***

3.
Here is 2 unconnected molecules or ions with the total composition CH6OP2 from the OMol25 dataset. Energies are from the ωB97M-V functional and the def2-TZVPD basis.

Each line ends with the Löwdin charge.
Cartesian coordinates (Å):
C  1.38303  -1.03892  0.82752  -0.502
O  -2.55501  0.75474  1.09678  -0.081
P  1.98502  0.51910  -1.65551  0.401
P  1.28048  0.75949  0.27331  0.442
H  0.51880  -1.52109  0.31552  0.022
H  1.01447  -1.10144  1.86254  0.004
H  2.35469  -1.48253  0.68842  0.004
H  -1.67714  0.60753  1.42715  -0.023
H  1.90092  1.82843  -1.72761  -0.325
H  -3.02047  1.05625  1.91543  0.059

Summary:
Charge: 0
Kohn-Sham gap, eV: 8.325

***

2 ends up most stable, edging out the next structure by 34.8 kJ/mol.